# 1
Computed, not measured: C38H41N7O as an isolated structure, with ωB97M-V with the def2-TZVPD basis set.

Relative energy (zero: lowest compared OMol25 entry of this formula, charge and spin): 40.734 eV
Net charge: 0
Electronic energy: -1929.60554 hartree
HOMO-LUMO gap: 5.2 eV
2S+1: 1

Geometry as XYZ:
```
87
Properties=species:S:1:pos:R:3:mulliken_charge:R:1
O -0.9521 -0.6219 3.0236 -0.1988
N -3.3472 -3.8185 -1.0883 -0.8014
N -3.7737 -0.7703 -2.1819 -0.5367
N 2.3908 4.1732 1.4587 -0.1900
N -0.1411 1.6911 1.0952 -0.5639
N 1.5525 -2.5978 2.7171 -0.7458
N 2.6156 -2.1768 -2.3956 -0.6821
N 2.7241 0.7142 -1.5969 0.0347
C -3.3896 -2.5809 -0.5176 -0.5417
C 3.2486 5.1370 1.7114 -0.1495
C 1.1579 4.4898 0.8626 0.3528
C -2.5599 -2.1804 0.4580 0.1755
C -2.3345 -4.6713 -0.7392 -0.4959
C -0.1190 2.1711 -0.1899 -0.0671
C -2.8388 -1.4799 4.2091 -1.5221
C -1.5060 -4.3611 0.3543 -1.0124
C 2.1924 -0.9127 -2.2587 -0.7450
C 0.0038 -1.6938 -1.9354 0.7228
C -0.5860 0.4305 1.3233 -0.6478
C -1.0473 0.1836 -1.0822 0.0621
C -0.9578 -0.3393 0.2340 2.6096
C 2.1542 -1.2895 0.3435 0.3230
C -1.4695 -0.1697 -3.6293 -0.1132
C -3.2410 0.0304 2.1765 -0.9224
C -2.3092 0.8720 -3.1617 -0.2857
C 2.8720 6.4669 1.5471 -0.5103
C 2.0207 1.5249 0.5343 0.7758
C 0.8493 -0.5944 -2.0402 -0.3928
C 0.9074 -1.4257 2.3439 -0.6762
C 0.3800 -3.0073 -1.8822 -0.4124
C 3.9097 1.5178 -1.4357 -0.6323
C 1.6882 -3.2702 -2.2605 -1.2698
C 2.4529 -3.1315 1.9292 -0.8372
C 2.8452 -2.4283 0.7352 -0.3203
C 1.5906 6.8083 1.1741 -0.4903
C -3.4599 0.5301 -2.4967 -0.7107
C -1.7282 -1.4764 -3.2800 -0.4559
C 1.1984 -0.7330 1.1564 0.9398
C 1.8257 0.7690 -0.5674 0.1455
C 4.1898 2.2376 -0.2842 -1.3857
C -2.9177 -1.7887 -2.5270 -0.1405
C -2.2111 -0.6271 3.0976 1.2392
C -1.6868 -3.1019 1.0199 0.0711
C 0.7595 5.8057 0.6994 -0.6862
C -0.5200 1.4842 -1.3277 -1.2447
C 3.1888 2.2788 0.6611 -0.9558
H 2.9154 -4.0569 2.2392 0.4127
H 4.9876 2.9502 -0.1355 0.4084
H -0.7358 -5.0644 0.6347 0.3903
H -0.5124 -0.0263 2.2992 -1.1463
H 0.9578 0.1304 -0.6401 0.1633
H 0.5514 0.4372 -1.9239 1.3504
H -1.3444 -1.3344 0.3978 -0.3724
H -0.9875 -2.8403 1.8003 0.4787
H -0.2011 5.9655 0.2324 0.4085
H -0.9797 -2.1900 -3.5914 0.7593
H 3.2427 2.9629 1.4950 0.8982
H -2.7251 -0.9528 5.1564 0.4038
H -3.5896 -0.6908 1.4373 0.5305
H -4.1406 0.3598 2.6966 0.6590
H -2.4263 -2.4888 4.2240 0.3598
H 2.4507 -0.5968 -0.4302 0.2816
H 3.7736 -2.5854 0.2063 0.5007
H 0.1928 -0.9314 2.9854 1.8604
H 2.9526 -0.1500 -2.3418 0.4782
H -2.7261 0.8803 1.7286 0.2354
H 4.2502 4.8822 2.0252 0.3965
H -0.5783 0.1169 -4.1678 0.4024
H 4.5421 1.5664 -2.3098 0.4709
H 0.6003 3.7009 0.3797 0.0837
H -1.0691 -1.6836 -1.8116 -0.1238
H -2.5155 -1.1982 0.9050 -0.7489
H -3.0451 -2.7550 -2.0619 0.7475
H 0.3584 3.1290 -0.3350 -0.6861
H 2.0467 -4.2887 -2.2828 0.3911
H -3.9036 -1.5638 3.9917 0.4469
H -4.2097 1.2689 -2.2550 0.4393
H -0.2733 -3.8637 -1.8034 0.4695
H 0.6011 0.1529 0.9986 -0.9475
H -4.1283 -1.8856 -0.8881 0.9595
H -0.4119 1.9529 -2.2947 0.8958
H 1.2490 1.7040 1.2684 0.1399
H 3.5536 7.2792 1.7522 0.3499
H -2.0743 1.8754 -3.4846 0.5382
H 1.3278 7.8502 1.0658 0.3817
H -2.3202 -5.6371 -1.2223 0.4114
H -1.2780 -0.4487 -1.9268 -0.1880
```

***

# 2
Computed, not measured: one molecule with the formula C21H22N6O4S, with ωB97M-V with the def2-TZVPD basis set.

Relative energy (zero: lowest compared OMol25 entry of this formula, charge and spin): 3.790 eV
Net charge: 0
Electronic energy: -1841.06058 hartree
HOMO-LUMO gap: 8.1 eV
2S+1: 1
SMILES: COCCn1c(SCc2nnc(-c3ccc(OC)c(OC)c3)o2)nnc1-c1ccncc1

Geometry as XYZ:
```
54
Properties=species:S:1:pos:R:3:mulliken_charge:R:1
S -0.9556 1.9715 4.4364 -0.2207
O -3.3713 1.7756 0.0432 -0.4224
O 3.1860 -1.8818 -2.5018 -0.5062
O 0.3424 -2.2223 -2.8388 -0.4639
O 0.3173 -0.8890 3.0630 -0.2360
N -0.2428 2.0685 1.7805 0.3540
N 1.6137 1.1941 -3.0627 -0.5525
N -1.8672 -1.0096 3.1414 -0.7561
N 1.8719 1.5050 1.9116 -0.0958
N 1.4163 1.6077 3.1541 -0.7828
N -1.4674 -1.5229 1.9632 -0.3142
C -1.5303 2.5367 1.3423 -1.7564
C -0.8029 -0.6245 3.7701 0.6232
C 2.7985 -1.8374 -3.8620 -0.7333
C 0.1132 -1.9054 -0.4544 -0.2430
C 0.3737 1.2397 -2.6103 -0.9297
C 0.8808 -1.9948 -1.6020 1.0002
C -2.5262 1.3926 1.1022 0.3654
C 0.6937 -1.6637 0.7922 -0.5400
C 2.2827 -1.8400 -1.4984 0.6657
C 2.5950 1.3681 -2.1906 -0.4899
C 0.1548 1.9328 3.0844 0.4273
C 0.8931 1.7658 1.0722 0.2271
C -1.0571 -2.2944 -2.9620 -0.9380
C 2.3843 1.5886 -0.8428 -0.4975
C -4.3927 0.8382 -0.1965 -0.7270
C 0.0390 1.4483 -1.2812 -0.1078
C 2.0744 -1.5346 0.9006 -0.7250
C 2.8426 -1.6311 -0.2365 -0.7275
C -0.1664 -1.4290 1.9213 0.9157
C 1.0721 1.6294 -0.3620 0.8395
C -0.7140 0.2128 4.9755 -0.8440
H -3.9758 -0.1481 -0.4327 0.2443
H 3.2021 1.7144 -0.1535 0.4676
H -1.2451 -2.4313 -4.0259 0.2611
H 2.2493 -2.7332 -4.1552 0.2491
H 2.5299 -1.3345 1.8564 0.3977
H -0.3989 1.0960 -3.3551 0.4604
H -1.5388 -1.3717 -2.6241 0.2873
H -1.5214 0.0115 5.6736 0.4777
H -1.9941 0.4651 0.8361 -0.1608
H -3.1074 1.1839 2.0112 0.6927
H 2.1999 -0.9484 -4.0718 0.2789
H -5.0488 0.7389 0.6749 0.3245
H -0.9986 1.4481 -0.9969 0.5969
H 0.2667 0.1375 5.4400 0.3325
H -4.9618 1.2121 -1.0448 0.2763
H -1.9183 3.2171 2.1044 0.3163
H 3.9142 -1.5254 -0.1877 0.4372
H -1.4680 -3.1448 -2.4090 0.3735
H -0.9582 -2.0105 -0.4888 0.5618
H -1.4095 3.0942 0.4104 0.6661
H 3.7356 -1.7859 -4.4158 0.2901
H 3.5957 1.3202 -2.5980 0.3603
```

***

# 3
Computed, not measured: C20H41BrN4O2 as an isolated structure, with ωB97M-V with the def2-TZVPD basis set.

Net charge: 0
Electronic energy: -3729.87550 hartree
HOMO-LUMO gap: 4.4 eV
2S+1: 1

Geometry as XYZ:
```
68
Properties=species:S:1:pos:R:3:mulliken_charge:R:1
Br -5.5911 -0.0994 -1.7648 -0.7960
O 0.8336 0.0899 -4.8449 -0.5162
O 2.2148 -2.7089 1.3201 -0.2888
N 0.5152 2.0031 -2.0642 0.1106
N -1.2694 1.7204 -0.7022 -0.1441
N 0.9890 2.1976 -0.8156 0.4895
N -0.0768 2.0543 1.4143 0.0463
C -3.1112 -2.1612 -0.3576 -0.7117
C 2.4080 2.5526 -0.5044 -1.1772
C 0.8972 -4.8474 0.8967 -0.3654
C 1.1803 2.0317 -3.3932 -0.7521
C 3.5532 4.9101 -0.8011 -1.3661
C -0.5503 -4.5854 1.5472 -0.6532
C -2.0964 0.5630 2.0369 0.3650
C 2.8197 4.2221 1.5624 -1.3467
C 2.0462 -4.0859 1.7351 -0.7254
C -3.5432 1.0658 1.5035 -0.9051
C -1.2404 1.8806 2.3223 -0.9489
C -4.2355 0.0321 0.4935 -0.8409
C 1.7714 0.6326 -3.8705 -0.1420
C 3.0876 -2.5997 0.1840 -0.5809
C 2.4274 4.0915 0.0218 0.7288
C -0.8698 1.7063 -2.0632 -0.2029
C -1.6865 -2.7147 0.1142 0.0612
C -3.9792 -1.5100 0.8262 -0.5798
C -0.1155 1.9963 0.0867 -0.0652
C -1.6888 -4.2926 0.4464 -0.7779
H -3.9693 0.3212 -0.5906 0.2057
H -5.3570 0.2078 0.5827 0.4554
H -1.5127 -4.8739 -0.5199 0.3259
H 1.7965 -4.0622 2.8518 0.3626
H 3.8555 -3.4383 0.1091 0.3288
H 0.7917 -0.8727 -4.6959 0.3303
H 3.0312 2.5706 -1.4600 0.3929
H -4.2318 1.3907 2.3428 0.3521
H 3.6004 3.4389 1.8302 0.3083
H 3.6932 -1.6338 0.2774 0.1891
H -0.8488 1.8056 3.3948 0.3493
H -3.6782 -3.0649 -0.7771 0.3969
H -1.5867 1.4984 -2.9043 0.4403
H -3.5723 -1.7127 1.8639 0.3087
H 2.8551 1.9104 0.3104 0.3748
H 0.4033 2.3668 -4.1460 0.4613
H -0.8839 -5.4669 2.1825 0.3876
H 2.0043 -0.0969 -3.0384 0.2178
H -2.9902 -1.4609 -1.2524 0.3091
H -5.0011 -2.0235 0.7719 0.3778
H -1.6548 -0.0810 1.2066 -0.4056
H 2.4648 -2.6374 -0.7646 0.1635
H 2.0433 2.7672 -3.3530 0.2092
H 1.9224 4.2032 2.2641 0.3575
H 1.4135 4.5597 -0.1938 0.2705
H 0.8284 2.2749 1.8493 0.2333
H 0.9076 -4.5223 -0.1932 0.2630
H -1.3024 -2.1860 1.0481 0.0051
H 1.1104 -5.9538 1.0175 0.3436
H 3.0197 -4.6740 1.6273 0.3114
H -3.3070 2.0028 0.8845 0.2677
H 3.4558 6.0333 -0.6575 0.3568
H 2.7496 0.8565 -4.4235 0.2524
H -2.2444 -0.0278 3.0020 0.4867
H -1.8989 2.8164 2.3209 0.3079
H -2.6725 -4.5834 0.9243 0.3807
H 4.5616 4.6123 -0.3527 0.3471
H 3.2980 5.2523 1.7035 0.3808
H 3.5649 4.6363 -1.9029 0.3515
H -0.4238 -3.7077 2.2669 0.2988
H -0.9254 -2.5903 -0.7358 0.0286
```

***

# 4
Computed, not measured: one molecule with the formula C4H10N2O2, with ωB97M-V with the def2-TZVPD basis set.

Relative energy (zero: lowest compared OMol25 entry of this formula, charge and spin): 4.135 eV
Net charge: 0
Electronic energy: -418.30899 hartree
HOMO-LUMO gap: 8.2 eV
2S+1: 1

Geometry as XYZ:
```
18
Properties=species:S:1:pos:R:3:mulliken_charge:R:1
O 1.8951 1.2832 0.6657 -0.4573
O 2.0341 -0.8329 1.5514 -0.6783
N -0.7863 0.4149 -1.5736 -0.3271
N -0.2399 0.0321 0.7003 -0.0160
C -0.8984 1.2408 1.1709 -0.9966
C -0.5504 -1.8856 -0.8166 -1.2501
C 1.4589 -0.0660 0.7760 0.4039
C -0.3690 -0.4072 -0.5918 0.4985
H -0.6220 1.3861 2.2149 0.2760
H 2.7735 1.2797 1.0733 0.3199
H -1.5958 -2.1406 -0.6112 0.3207
H 0.0704 -2.4416 -0.1161 0.3218
H 1.4371 -0.4271 -0.4243 -0.0021
H -1.9836 1.1344 1.1229 0.3471
H -0.9583 0.0509 -2.4982 0.2291
H -0.7744 1.4132 -1.4284 0.2106
H -0.3029 -2.1741 -1.8400 0.4347
H -0.5881 2.1397 0.6246 0.3653
```

***

# 5
Computed, not measured: C32H41AsIN8O2PdS2 as an isolated structure, with ωB97M-V with the def2-TZVPD basis set.

Relative energy (zero: lowest compared OMol25 entry of this formula, charge and spin): 0.734 eV
Net charge: +1
Electronic energy: -5289.88891 hartree
HOMO-LUMO gap: 5.3 eV
2S+1: 1

Geometry as XYZ:
```
88
Properties=species:S:1:pos:R:3:mulliken_charge:R:1
I -1.4145 -7.3913 -1.8099 0.1494
Pd 0.6521 -2.1922 0.7200 0.7633
As 0.2309 0.9196 0.1230 1.3526
S 3.3206 -2.9240 -0.1199 -0.1916
S 1.9388 -0.6860 1.9508 -0.1838
O 0.5169 -4.6467 4.0042 -0.7556
O 1.2238 -3.7809 2.1769 -0.6495
N -1.6859 -3.3078 -0.8870 0.1410
N 0.5109 -3.7223 3.2078 1.1617
N -1.2610 -0.2028 3.5975 -0.1677
N 0.0107 -0.7929 -0.5368 1.2367
N -0.1979 -2.6003 3.3344 -0.1758
N -1.2092 -3.2991 5.3925 -0.3587
N -0.5523 -3.5635 -0.2301 0.2644
N -1.5717 -1.2258 4.4922 -0.4299
C 0.3741 3.5319 -3.2848 -0.9212
C -3.6757 2.8970 2.0463 0.3087
C -0.1523 -1.0619 -1.9020 0.3618
C -0.5578 -1.6199 -4.6359 -0.9956
C -1.1551 -0.4174 -2.6342 0.6562
C 1.6850 3.3704 -3.7110 0.7151
C -0.0382 3.6819 1.3499 -1.7304
C -0.1607 2.8221 -2.2160 1.6500
C 5.6475 -1.7173 0.5706 -1.4671
C 4.4481 -0.1469 2.6388 -1.7463
C -2.7045 0.9703 0.9155 -0.0913
C -1.3398 2.9188 1.3774 0.3111
C -2.4404 3.5227 1.9768 -1.1010
C -1.4745 1.6400 0.8068 1.0025
C -4.8636 3.5713 2.6760 -1.5838
C -0.2949 -4.8555 -0.4022 -0.5511
C 1.9836 1.7236 -1.9559 -0.4509
C 0.4384 -2.2714 -3.9184 -0.6936
C -1.2868 -5.4312 -1.2024 -1.0377
C 0.6649 1.9189 -1.5184 0.0771
C 0.6448 -1.9918 -2.5780 -0.3554
C 3.5347 -0.9564 1.7560 0.6108
C -2.1531 -4.4010 -1.5042 -0.0722
C 2.9440 0.7419 -1.3237 -0.7630
C -1.3469 -0.6853 -3.9815 -1.0791
C 2.4678 2.4476 -3.0397 -1.1383
C -1.6153 3.0946 -1.9162 -1.8612
C 2.2184 4.1584 -4.8746 -1.6031
C -3.7789 1.6152 1.5204 -0.7555
C -0.9634 -2.4229 4.4202 0.5899
C -2.9400 -0.4362 0.4128 -0.5962
C 4.1636 -1.8628 0.7643 0.6309
H 6.1826 -1.7412 1.5202 0.3746
H -4.6083 4.5662 3.0362 0.3854
H 1.4367 -2.4984 -2.0397 -0.0873
H -2.3262 4.5160 2.3968 0.3312
H -1.7315 3.9851 -1.2936 0.3719
H 1.0728 -2.9991 -4.4085 0.4985
H 3.8827 0.4984 3.3052 0.5112
H 1.6062 4.0007 -5.7634 0.3501
H 3.4283 0.1496 -2.1017 0.5070
H 2.4619 0.0419 -0.6458 -0.7535
H -0.1396 4.6266 1.8812 0.4962
H -1.7880 0.3043 -2.1346 0.3913
H -2.1267 -0.1605 -4.5193 0.4844
H -1.9876 -2.3487 -0.9919 -0.1145
H 5.1218 0.4694 2.0405 0.3651
H 3.2415 3.8713 -5.1113 0.3616
H -4.7285 1.0924 1.5804 0.4537
H -0.2707 4.2246 -3.8159 0.4961
H 5.0702 -0.8131 3.2399 0.3779
H -1.7542 -3.0455 6.1980 0.1659
H -2.0303 -1.0266 0.4839 -0.5880
H -2.1723 -1.0408 5.2825 0.1671
H -5.2445 2.9925 3.5188 0.3286
H 0.7703 3.1149 1.8203 0.2965
H -2.1125 2.2808 -1.4004 0.1373
H -5.6775 3.6711 1.9568 0.3434
H -2.0983 0.1479 3.1447 0.1651
H 2.2077 5.2272 -4.6563 0.3313
H -3.7187 -0.9236 0.9994 0.5173
H 0.2812 3.9040 0.3304 0.2945
H -0.7434 -4.1929 5.3517 0.2211
H -2.1460 3.2810 -2.8498 0.5811
H -3.0449 -4.3761 -2.1054 0.5118
H -3.2763 -0.4294 -0.6302 0.4558
H 0.5728 -5.3076 0.0498 0.5454
H 3.4875 2.2748 -3.3673 0.4021
H 5.8640 -0.7519 0.1045 0.3037
H 3.7263 1.2716 -0.7730 0.4420
H -0.7120 -1.8341 -5.6842 0.4094
H 6.0218 -2.5063 -0.0735 0.4375
H -0.7836 0.5510 4.0767 0.2538
```

***

Which of these has the lowest HOMO-LUMO gap?
C20H41BrN4O2